A cluster of 5 separate species, C5H20N2O5 in total. Source: the OMol25 dataset; level of theory: ωB97M-V/def2-TZVPD.

```
32
C5H20N2O5 (ωB97M-V/def2-TZVPD)
H 1.23274 2.52533 0.45638
N -1.23731 2.52955 -0.29226
O -1.21180 -2.06492 2.23205
C -0.56606 1.68401 -1.20930
H 2.25403 0.94666 -2.53960
H -2.33799 -0.10761 0.15432
O 0.91034 -0.18751 2.21685
H -1.27256 -1.40703 -1.31126
N 1.46313 1.60352 0.09963
C 1.37811 0.45338 -2.10723
H 2.60401 -0.86387 -0.90952
H 1.11541 0.41011 1.43827
H -2.05347 -1.52171 0.71716
H -2.18160 2.73960 -0.56848
H 1.35109 0.19690 2.97728
H -0.40421 -1.49212 2.26132
O -0.51046 -1.70683 -1.85613
O -2.44357 -1.03640 -0.04396
O -1.68086 0.99589 2.46914
H 0.95786 -2.81920 -1.00993
H 0.70049 0.32902 -2.95629
C 1.78610 -0.95432 -1.63983
C 0.69286 1.28406 -1.06585
H -0.76930 0.60874 2.42954
H -1.14454 1.44328 -2.09060
H -1.19758 2.23696 0.67372
H 0.38074 -1.40658 -0.02841
H 2.20404 -1.52032 -2.47623
C 0.63715 -1.77582 -1.02173
H 2.45671 1.55705 -0.06690
H -0.90990 -2.97584 2.17031
H -2.20362 0.29601 2.89749
```

Properties
SMILES = N/C=C(\N)CCCO.O.O.O.O
E_tot = -688.23457 a.u.
relative energy (zero: lowest compared OMol25 entry of this formula, charge and spin) = 17.5 kcal/mol
strongest force on any atom = 1.1 eV Å⁻¹
total charge = 0



A cluster of 3 separate species, C5H20N3O2 in total. Source: the OMol25 dataset; level of theory: ωB97M-V/def2-TZVPD.

```
30
C5H20N3O2 (ωB97M-V/def2-TZVPD)
H -0.96175 -2.73928 -1.61275
H 2.66612 0.32477 0.36524
H -2.87277 -1.10177 0.25981
H -2.27574 -3.18663 -0.85881
H 2.50352 -1.81735 -1.16886
H -2.21918 1.45187 0.81597
H 2.75225 0.76596 -1.74356
H 0.90243 -1.97738 -0.50616
H 0.25201 -0.11411 2.71320
C -0.83348 1.61418 2.24188
O -1.71199 -2.44325 -1.08843
C 1.91035 -1.60040 -0.28609
C 1.68129 0.54371 -1.53306
H -1.74670 2.98713 0.98785
H 1.13696 1.48059 -1.59076
H 1.83282 -0.40360 -3.35364
H 0.22877 -0.08485 -2.72158
H -0.67599 1.67839 0.20526
H 1.30699 1.35364 2.14570
N 0.48235 0.35232 0.58572
H -0.33364 -0.26376 0.50085
H 2.34634 -2.11928 0.59518
N -1.37254 2.02787 0.96557
H -0.40641 2.43127 2.89400
C 1.71943 -0.08122 -0.06503
C 0.46072 0.71202 2.01794
H -1.62060 1.08979 2.80374
N 1.19970 -0.39112 -2.55597
H -3.29528 -0.29055 -0.98069
O -3.05601 -0.19896 -0.03252
```

Properties
E_tot = -516.97884 a.u.
relative energy (zero: lowest compared OMol25 entry of this formula, charge and spin) = 34.5 kcal/mol
strongest force on any atom = 2.9 eV Å⁻¹
total charge = +1



A cluster of 5 separate species, C5H20NO5 in total. Source: the OMol25 dataset; level of theory: ωB97M-V/def2-TZVPD.

```
31
C5H20NO5 (ωB97M-V/def2-TZVPD)
O 1.04202 0.22665 2.12268
H 3.75542 -1.04631 0.69392
C 2.32528 0.36454 1.49245
H 1.13607 -0.04548 3.01510
H -0.29765 -2.94311 -0.30371
H 3.08053 0.70311 2.22903
H -0.52509 0.75417 1.73797
H 2.17163 -2.26626 -0.81485
O -1.48425 0.82185 1.43049
H -2.15197 1.64137 -1.36584
H 2.18572 1.19719 0.71963
C 2.68948 -0.98820 0.87540
O 1.09330 2.00992 -1.20558
H 2.32539 -0.54594 -1.24998
H -1.93229 3.13686 -0.83227
O -1.57622 2.24114 -0.85401
H -2.30209 -2.18933 0.66342
H 1.43388 2.71656 -1.74105
H -1.79236 -0.57842 0.74101
H 0.32161 0.16455 -0.14007
O -3.25344 -0.12146 -2.01569
C 0.52165 -0.95291 -0.27759
H -3.14033 -0.36405 -2.94138
C -0.45853 -1.89777 -0.17871
H 2.48747 -1.74620 1.62679
C 1.96407 -1.22445 -0.46152
H -1.42382 1.51352 0.67272
H 0.17843 2.15795 -1.13158
N -1.82995 -1.45430 0.15030
H -2.37558 -1.24331 -0.68340
H -4.16836 -0.04188 -1.97368
```

Properties
E_tot = -633.22521 a.u.
relative energy (zero: lowest compared OMol25 entry of this formula, charge and spin) = 13.4 kcal/mol
strongest force on any atom = 3.3 eV Å⁻¹
total charge = +1



A cluster of 6 separate species, C5H20NO7 in total. Source: the OMol25 dataset; level of theory: ωB97M-V/def2-TZVPD.

```
33
C5H20NO7 (ωB97M-V/def2-TZVPD)
H -0.70965 3.07978 -1.14313
H 0.54810 1.96058 -3.25013
H -2.20139 -4.03154 0.83297
H -0.19843 1.17802 0.71697
H -3.19453 -2.37432 -1.03947
H 1.02887 -0.29433 -1.22419
H -1.89755 0.63030 0.52960
H -2.26705 2.28468 -1.01638
H -1.51744 2.24463 -2.56046
H -0.80010 -0.56308 0.43830
H -2.01881 -1.64476 -1.66423
H 0.37573 -2.44460 2.48760
O 2.57750 2.31723 2.52244
O -2.91435 -1.95041 -1.85843
H 0.64075 -3.81076 3.26795
O 1.66102 -1.40593 2.68335
H 0.20538 0.19413 -3.54190
H -1.41264 -3.55750 1.93084
O -2.37095 -3.49948 1.62596
C 1.79360 1.60978 -0.75815
N -0.68588 0.91075 -1.21209
O 2.03336 1.02383 0.34753
O -0.04510 -3.25636 2.87448
C 0.86259 0.92763 -3.09057
H 2.24897 -1.11275 1.97401
O 2.03687 2.80910 -0.94456
C -1.28207 2.18787 -1.48024
H 1.91733 0.89199 -3.30310
C -0.88642 0.51728 0.17273
H 1.35192 -0.60770 3.12799
C 0.72737 0.66565 -1.56412
H 2.36553 2.01152 1.57270
H 2.02748 3.10877 2.54574
```

Properties
E_tot = -783.99146 a.u.
relative energy (zero: lowest compared OMol25 entry of this formula, charge and spin) = 64.4 kcal/mol
strongest force on any atom = 3.9 eV Å⁻¹
total charge = -1



A cluster of 5 separate species, C5H20O5 in total. Source: the OMol25 dataset; level of theory: ωB97M-V/def2-TZVPD.

```
30
C5H20O5 (ωB97M-V/def2-TZVPD)
C -0.97723 0.80155 -0.30039
H -1.51712 -0.11086 -0.04713
C 0.27194 -2.35523 -3.49999
H 4.36352 -0.24458 -2.15925
H 1.77311 4.65440 2.92476
H 0.59500 -1.62336 -2.75966
H 2.30233 -0.23935 -1.60602
H 0.59134 -2.30165 -4.54076
H -0.81670 -2.37499 -3.55068
O 0.66387 -3.69319 -3.08199
O -3.84337 -2.79506 1.80894
O -0.66872 1.58677 0.85426
H 3.18963 0.72893 -0.48454
O 0.65348 3.31252 3.72912
H -2.73954 -1.56698 0.72513
H 1.89147 2.97124 2.28372
H -3.50989 -0.86043 2.15847
H 0.23801 -3.88885 -2.24416
H -3.06554 -3.02590 2.32206
H -1.52775 1.30531 -1.09490
C 1.22252 3.78026 2.57713
O 4.11332 -0.84136 -1.45014
C -3.65957 -1.52580 1.30819
H -4.45736 -1.12801 0.68098
H -0.00364 3.94474 4.02926
H 2.78247 -0.94743 0.03234
C 3.04096 -0.30165 -0.80686
H 0.46083 4.03565 1.84044
H -1.33573 2.24093 1.07507
H -0.03164 0.46239 -0.72340
```

Properties
SMILES = CO.CO.CO.CO.CO
E_tot = -578.55569 a.u.
relative energy (zero: lowest compared OMol25 entry of this formula, charge and spin) = 69.7 kcal/mol
strongest force on any atom = 3.0 eV Å⁻¹
total charge = 0



A structure of composition C5H20O9P2. Source: the OMol25 dataset; level of theory: ωB97M-V/def2-TZVPD.

```
36
C5H20O9P2 (ωB97M-V/def2-TZVPD)
H 3.54275 -1.57647 3.17221
O -5.10611 3.71070 -0.97865
O -0.92110 -3.45006 -0.34284
H 2.46269 -0.44755 0.89193
O -1.61814 -0.83029 -1.53590
O -0.77888 -1.13115 0.92332
H -5.77390 1.76441 -1.26389
H -1.64667 0.91695 -0.01677
O -0.19960 -3.25450 2.04733
H 2.91672 -1.03344 -2.03308
O 1.38609 -2.57953 0.30998
C 2.82094 -1.45967 -1.03772
H 0.36209 0.29115 -0.83592
O 4.87606 -2.16842 1.73588
C 4.07769 -2.47634 2.87967
O 1.50387 -2.00858 -0.99413
O -1.18915 3.44684 -2.02373
C -5.47468 2.43610 -0.45597
H -4.61162 2.01578 0.05477
H 2.94787 0.62576 -0.40545
H 4.11153 -0.45253 0.34524
H 4.71116 -2.80168 3.70809
H 3.52756 -2.28132 -0.91315
H -2.24458 3.33600 -0.23825
P -0.16263 -2.62422 0.76430
H 3.35498 -3.25945 2.64055
H -2.87879 4.49242 -1.43687
H -0.26927 -3.94120 -0.86671
H -1.38362 4.86033 -0.55274
H -5.87709 4.07134 -1.42734
H -6.29611 2.53968 0.25686
H 5.34427 -2.97107 1.48679
H -1.72740 2.75004 -2.41334
C -1.97539 4.06802 -1.00536
C 3.08511 -0.37773 0.00106
P -0.89666 -0.20031 -0.44014
```

Properties
E_tot = -1562.34657 a.u.
strongest force on any atom = 2.3 eV Å⁻¹
total charge = 0



A cluster of 4 separate species, C5H21N2O3S in total. Source: the OMol25 dataset; level of theory: ωB97M-V/def2-TZVPD.

```
32
C5H21N2O3S (ωB97M-V/def2-TZVPD)
N -0.07913 -0.58192 2.21442
H -0.25312 1.22537 3.48746
H 3.58279 -0.29494 0.45806
H 2.12710 -0.90922 2.38978
H -0.23924 1.59946 1.76841
H -2.28955 -1.60372 -3.10564
N 0.26474 -0.73290 -0.58792
H -0.65387 -0.46167 -0.14735
H 2.72563 0.10800 -1.02923
C 1.40750 -1.00443 0.38724
H 0.61012 1.47757 -3.63081
H 1.19487 -2.10110 0.54121
C 1.36216 -0.44132 1.79970
H -2.40772 2.05100 2.06981
H -2.44202 2.54384 -0.99659
H -3.01602 1.49255 -0.19475
H -0.15995 -1.29779 3.00149
C -0.58871 0.84286 2.53570
H 0.54129 0.04264 -1.18872
S 3.45340 -2.24941 -1.11404
C -2.13284 0.99622 2.39428
O -1.36758 -1.48162 -3.24065
H -2.41020 0.19320 1.46954
C 2.76788 -0.65445 -0.26718
H 3.20841 -1.98766 -2.51035
O -2.31242 1.55721 -0.72794
H 0.11165 -1.55739 -1.15990
O 0.08485 1.12093 -2.89060
H -0.67172 1.74702 -2.97050
H -1.42352 -0.71153 -3.85751
H -2.63225 0.33395 3.40666
H 1.63747 0.73924 1.69593
```

Properties
E_tot = -936.18665 a.u.
relative energy (zero: lowest compared OMol25 entry of this formula, charge and spin) = 82.2 kcal/mol
strongest force on any atom = 6.4 eV Å⁻¹
total charge = +1



A cluster of 5 separate species, C5H21N2O5 in total. Source: the OMol25 dataset; level of theory: ωB97M-V/def2-TZVPD.

```
33
C5H21N2O5 (ωB97M-V/def2-TZVPD)
H 0.46750 -1.02792 3.28657
C -0.27580 -2.41140 -0.41897
H 0.16809 1.24616 -2.64241
H -0.48522 -3.47640 -0.58986
H 0.95775 -0.41159 0.51980
N 0.99534 -1.11796 1.25246
O 2.04378 -1.08085 -3.32610
H 1.54858 -0.25439 -3.18383
H 2.07672 -1.33513 -2.38050
H -1.05979 -1.62983 1.39604
H 0.88376 1.71092 2.07657
O -1.12884 -0.18147 -0.90740
H 0.68211 -2.23066 -0.89341
H -1.40481 2.99676 -1.10600
H 0.03325 0.35285 -1.38857
H 2.07746 -0.30925 2.82271
H -1.38638 -1.79855 -2.16826
C 0.34255 0.94972 2.62589
H -2.30970 -1.85363 -0.67929
H -1.14143 0.64189 1.22133
H 0.59335 2.77097 -1.50697
N -1.01772 1.04088 2.14623
H 0.09533 -2.91140 1.71258
O -1.87048 2.61676 -1.85641
H 1.39505 3.60435 -0.38469
C -1.32922 -1.53613 -1.09980
C 1.02159 -0.44651 2.54064
O 0.72205 3.64399 -1.06309
H 0.39231 1.19701 3.69724
H -2.05486 1.69349 -1.59680
C -0.10841 -2.06520 1.05980
O 0.78117 0.94880 -1.95229
H -1.70507 0.66373 2.78682
```

Properties
E_tot = -688.85885 a.u.
relative energy (zero: lowest compared OMol25 entry of this formula, charge and spin) = 7.9 kcal/mol
strongest force on any atom = 1.1 eV Å⁻¹
total charge = -1